DFT (wB97M-V/def2-TZVPD) results for C36H43AsGeN6O7PtS as an isolated structure in a non-equilibrium geometry.

Each line ends with the Löwdin spin population.
Geometry (Å):
Pt -6.5898 1.4564 22.8850  0.59
O -4.7166 5.4264 26.2659  0.21
C -5.9917 5.1856 26.6993  0.19
C -6.4618 5.8755 27.7787  0.18
C -7.8123 6.0563 28.0141  0.03
C -8.7199 5.3779 27.2124  0.26
C -8.2430 4.6204 26.1177  0.17
C -6.8692 4.4941 25.8143  0.05
C -6.4058 3.5731 24.7838  0.18
O -7.3475 2.8812 24.1553  0.22
N -5.0838 3.3290 24.5559  0.24
N -4.8824 2.2762 23.8051  0.35
C -3.6953 1.8993 23.2797  0.43
C -3.8925 0.8389 22.2931  0.05
C -2.8266 0.2691 21.5387  0.14
C -3.0579 -0.8823 20.7744  0.05
C -4.3701 -1.4426 20.8816  0.12
C -5.4015 -0.8094 21.5668  0.11
N -5.1834 0.4127 22.1009  0.18
H -4.2328 5.9568 26.9275  0.00
H -5.8013 6.4067 28.4628  0.00
H -8.1054 6.5615 28.9727  0.00
H -9.7751 5.4527 27.3243  0.01
H -8.9369 4.1718 25.3905  0.01
H -2.8702 2.6054 23.3730  0.02
H -1.9401 0.8839 21.5623  0.00
H -2.2385 -1.2722 20.1904  0.00
H -4.5727 -2.3018 20.2912  0.00
H -6.4213 -1.2110 21.6717  0.01
Ge -7.8429 -2.3323 19.1207  0.00
C -6.7003 -3.8573 18.6278  0.00
C -6.3418 -4.1516 17.2778  0.01
C -5.7916 -5.3967 16.9609  0.00
C -5.3217 -6.2758 17.9813  0.00
C -5.4436 -5.8232 19.2828  0.01
C -6.2080 -4.6800 19.5956  0.00
C -9.3756 -2.1785 17.9225  0.00
C -9.5436 -3.0195 16.8177  0.00
C -10.4840 -2.7398 15.8106  0.00
C -11.2303 -1.5547 15.8440  0.00
C -11.1390 -0.7728 17.0236  0.00
C -10.1733 -1.0492 18.0215  0.00
H -6.8576 -1.1024 18.9815  0.00
H -6.6270 -3.4170 16.5387  0.00
H -5.6754 -5.6140 15.9030  0.00
H -4.9670 -7.2808 17.7341  0.00
H -5.0950 -6.3744 20.1273  0.00
H -6.4132 -4.4916 20.6628  0.00
H -9.0010 -3.9310 16.7086  0.00
H -10.5157 -3.3659 14.9563  0.00
H -11.8778 -1.2267 15.0278  0.00
H -11.7955 0.1027 17.1476  0.00
H -10.1101 -0.3584 18.8756  0.00
C -9.7294 -5.3987 21.4977  0.00
As -9.4572 -3.4992 21.8680  0.00
C -8.6575 -3.3501 23.6376  0.00
C -11.1207 -2.5937 21.9404  0.00
O -8.3130 -2.6906 20.8353  0.00
H -9.9837 -5.9688 22.4047  0.00
H -8.8120 -5.8448 20.9794  0.00
H -10.5565 -5.5438 20.7608  0.00
H -9.4436 -3.7042 24.3439  0.00
H -8.3720 -2.3022 23.7838  0.00
H -7.7719 -3.9853 23.7159  0.00
H -11.8426 -3.1999 22.5072  0.00
H -11.5495 -2.5020 20.9176  0.00
H -10.9917 -1.5998 22.3897  0.00
C -13.5031 3.6130 28.2098  0.00
C -13.3021 3.9218 26.7525  0.00
S -12.2372 2.5336 25.9935  0.00
O -12.7126 1.2208 26.3072  0.00
O -10.8602 2.8697 26.3281  0.00
C -12.3211 2.8012 24.1737  0.00
C -11.9694 1.6828 23.2056  0.00
N -10.6047 1.6355 22.7127  0.02
C -9.5223 1.0440 23.2747  0.03
N -8.5052 1.1374 22.4220  0.06
C -8.9095 1.8068 21.3222  0.01
C -10.2302 2.1735 21.4953  0.02
N -10.8706 3.0257 20.6256  0.00
O -12.0764 3.2949 20.8202  0.00
O -10.1728 3.4333 19.6630  0.00
C -9.4673 0.4232 24.5896  0.01
H -14.2474 4.2677 28.6067  0.00
H -12.5882 3.7902 28.8285  0.00
H -13.7230 2.5742 28.3884  0.00
H -12.7011 4.8351 26.6295  0.00
H -14.2540 3.9334 26.2281  0.00
H -11.7415 3.7021 23.9422  0.00
H -13.3717 2.9704 24.0031  0.00
H -12.6439 1.8156 22.3447  0.00
H -12.2484 0.7358 23.6293  0.00
H -8.2704 2.1609 20.4829  0.00
H -9.1746 1.2606 25.3278  0.00
H -8.7064 -0.3425 24.5119  0.00
H -10.4884 0.0253 24.8498  0.00

Values from the calculation:
* LUMO (spin up / spin down): -11.40 / -14.77 eV
* net charge: +4
* HOMO energy (spin up / spin down): -16.87 / -16.77 eV
* multiplicity: 5
* energy above the lowest of the compared OMol25 structures with the same formula, charge and spin: 327.1 kJ/mol
* M: 1046.45 g mol⁻¹
* ⟨S²⟩: 6.050


DFT (wB97M-V/def2-TZVPD) results for C2H5N2 as an isolated structure in a non-equilibrium geometry.

Each line ends with the Mulliken charge.
Geometry (Å):
C -0.4966 -0.5911 0.7905  0.04
C 0.1286 0.3830 -0.7934  -0.26
N -1.0525 -0.3332 -0.3198  -0.09
N 0.6252 0.0822 0.6258  -0.19
H -0.8154 -1.1854 1.6279  0.38
H 0.8438 0.0548 -1.6029  0.26
H -0.0803 1.3558 -0.9870  0.30
H -2.0030 -0.4470 -0.5588  0.25
H 2.8503 0.6808 1.2177  0.31

Values from the calculation:
* LUMO (spin up / spin down): -5.21 / -9.19 eV
* net charge: +1
* HOMO energy (spin up / spin down): -15.92 / -14.92 eV
* energy above the lowest of the compared OMol25 structures with the same formula, charge and spin: 610.6 kJ/mol
* M: 57.08 g mol⁻¹


DFT (wB97M-V/def2-TZVPD) results for C41H43ClFN4O5Pb as an isolated structure.

Each line ends with the Mulliken charge.
Geometry (Å):
Pb -0.2682 0.0108 1.3893  1.53
O 2.5765 -5.1288 4.3491  -0.69
C 2.0113 -4.1869 3.8333  0.25
C 1.5710 -2.9266 4.5346  0.17
O 1.6788 -2.6983 5.7237  -0.72
C 0.9784 -2.0626 3.4954  0.35
C 0.9867 -2.7679 2.2559  0.52
O 0.4857 -2.2896 1.1774  -0.44
C 1.6086 -4.0660 2.4022  0.13
O 1.7638 -4.9162 1.5156  -0.82
O 0.5088 -0.9043 3.6292  -0.71
C -3.0523 3.8955 -1.1235  -1.51
C -1.8038 3.4632 -0.3428  0.95
C -1.4414 4.5626 0.6626  -1.78
C -0.6441 3.1510 -1.2722  0.53
C 0.1110 4.2054 -1.7730  -0.33
C 1.1715 3.9939 -2.6367  -1.37
C 1.4925 2.7002 -3.0066  -0.37
C 0.7641 1.6165 -2.5347  0.19
C 1.1195 0.2146 -2.9927  2.76
C 0.5032 -0.0465 -4.3759  -1.79
C 2.6331 -0.0234 -3.0488  -2.01
C -0.3305 1.8232 -1.6641  -0.79
N -1.0531 0.7123 -1.1991  0.97
C -2.1690 0.3606 -1.8546  0.25
C -2.6828 1.0035 -3.0229  -0.64
C -3.8257 0.5781 -3.6751  -0.76
C -4.5442 -0.5261 -3.2295  -0.84
C -4.0730 -1.1933 -2.1011  -0.47
C -2.9395 -0.7596 -1.4600  0.05
F -2.5254 -1.4750 -0.3708  -0.40
H -3.8554 4.1673 -0.4319  0.44
H -3.4118 3.0949 -1.7665  0.35
H -2.8241 4.7662 -1.7450  0.28
H -2.0465 2.5493 0.2024  0.28
H -1.4128 5.5416 0.1769  0.41
H -0.4704 4.3702 1.1175  0.38
H -2.1910 4.6090 1.4563  0.38
H -0.1294 5.2225 -1.4822  0.21
H 1.7469 4.8308 -3.0143  0.35
H 2.3300 2.5397 -3.6774  0.32
H 0.6835 -0.4750 -2.2674  -1.00
H 0.7994 0.7496 -5.0640  0.38
H -0.5872 -0.0628 -4.3302  0.26
H 0.8504 -0.9984 -4.7936  0.58
H 3.0784 0.4756 -3.9140  0.57
H 2.8500 -1.0928 -3.1374  0.22
H 3.1278 0.3467 -2.1500  0.45
H -2.1384 1.8617 -3.3978  0.59
H -4.1666 1.1197 -4.5514  0.40
H -5.4424 -0.8568 -3.7341  0.36
H -4.5836 -2.0645 -1.7066  0.47
N -0.6530 1.8042 3.1929  -0.44
C -1.0940 2.1833 4.1813  0.00
C -1.6595 2.6760 5.3945  0.52
C -2.9899 3.1010 5.3990  -0.44
C -3.5394 3.6172 6.5581  -0.53
C -2.7701 3.7108 7.7109  -0.36
C -1.4514 3.2768 7.7077  -0.54
C -0.8905 2.7581 6.5547  -0.44
H -3.5755 3.0176 4.4928  0.45
H -4.5699 3.9471 6.5676  0.38
H -3.2021 4.1216 8.6145  0.38
H -0.8613 3.3441 8.6122  0.38
H 0.1328 2.4068 6.5365  0.50
N 0.7095 -4.6527 -3.5651  0.03
C 0.2365 -3.2904 -3.9915  -1.00
C -0.8077 -2.8168 -2.9825  0.36
N -0.1578 -2.7930 -1.7023  0.72
C 0.2197 -4.1139 -1.2546  0.09
C 1.3047 -4.6211 -2.1732  -0.62
H 1.3580 -5.0447 -4.2412  0.38
H -0.1116 -5.2558 -3.5047  0.39
H -0.1454 -3.3520 -5.0102  0.23
H 1.0899 -2.6172 -3.9449  0.40
H -1.6828 -3.4954 -3.0277  0.36
H -1.1479 -1.8189 -3.2617  -0.42
H -0.6313 -2.2521 -0.9859  -0.38
H -0.6256 -4.8313 -1.2621  0.19
H 0.6178 -4.0646 -0.2464  -0.51
H 1.6480 -5.6184 -1.9016  0.33
H 2.1355 -3.9180 -2.1747  0.29
Cl 3.4716 0.9237 3.5300  -0.29
C 3.6876 -0.3177 2.3281  0.60
C 4.5937 -1.3284 2.6077  -0.69
C 4.8065 -2.3410 1.6883  -0.54
C 4.0981 -2.3248 0.4925  -0.87
C 3.1963 -1.3135 0.2266  1.16
C 2.9539 -0.2681 1.1339  -0.28
C 1.9630 0.7767 0.8485  -1.11
H 5.1173 -1.3272 3.5551  0.39
H 5.5013 -3.1402 1.9106  0.36
H 4.2372 -3.1331 -0.2174  0.25
H 2.6084 -1.3263 -0.6860  -0.08
H 1.9082 1.0189 -0.2120  -0.28
H 2.1525 1.6777 1.4277  0.75

Values from the calculation:
* LUMO: 1.04 eV
* net charge: -1
* HOMO energy: -3.48 eV
* energy above the lowest of the compared OMol25 structures with the same formula, charge and spin: 266.1 kJ/mol
* M: 933.47 g mol⁻¹


DFT (wB97M-V/def2-TZVPD) results for CH5BO4 in the gas phase in a non-equilibrium geometry.

Each line ends with the Mulliken charge.
Geometry (Å):
O 1.5592 0.7530 -0.9249  -0.50
B 0.7100 0.1295 -0.0905  0.62
O 1.0684 -0.7277 0.9579  -0.54
C -0.9197 0.5181 -0.2029  -0.07
O -1.4245 -0.4725 -1.0562  -0.53
O -1.6398 0.4431 1.0003  -0.57
H 2.4502 0.3829 -1.1236  0.29
H 1.9554 -1.0363 0.8119  0.26
H -1.1578 1.4215 -0.6090  0.34
H -1.4511 -1.3061 -0.4377  0.35
H -1.1504 -0.1055 1.6745  0.34

Values from the calculation:
* LUMO: 0.03 eV
* HOMO energy: -9.73 eV
* SMILES string: OB(O)C(O)O
* energy above the lowest of the compared OMol25 structures with the same formula, charge and spin: 0.0 kJ/mol
* M: 91.86 g mol⁻¹